1.
This record from the Open Molecules 2025 dataset describes C35H42BrCsN4OSSi3 as an isolated structure. The level of theory is ωB97M-V/def2-TZVPD.

Properties
E   -150049.2448 eV
Net charge   -2
Lowest unoccupied orbital energy   0.13917 Ha
Gap between HOMO and LUMO   5.65 eV
ΔE to the lowest compared entry with this formula, charge and spin   23.0 kJ/mol

Element x y z (Å)
Cs 0.11 0.36 -2.82
Br 6.20 5.89 -0.64
C 4.87 4.78 -1.45
C 3.90 5.35 -2.28
C 2.95 4.56 -2.86
C 2.88 3.13 -2.65
O 1.96 2.45 -3.16
C 3.91 2.58 -1.81
C 4.07 1.18 -1.51
N 3.43 0.17 -1.99
C 3.90 -1.09 -1.60
C 5.25 -1.39 -1.57
C 5.71 -2.66 -1.17
C 4.84 -3.64 -0.79
C 3.45 -3.39 -0.85
C 2.49 -4.37 -0.50
C 1.16 -4.09 -0.61
C 0.78 -2.82 -1.09
N 1.64 -1.88 -1.39
C 2.97 -2.13 -1.27
C 4.87 3.43 -1.22
H 3.91 6.42 -2.46
H 2.19 5.00 -3.49
H 4.86 0.99 -0.77
H 5.96 -0.64 -1.89
H 6.78 -2.85 -1.15
H 5.19 -4.61 -0.47
H 2.83 -5.34 -0.15
H 0.40 -4.81 -0.35
H -0.27 -2.58 -1.24
H 5.62 2.99 -0.57
C -1.43 -3.12 1.79
Si -0.63 -1.61 2.62
C -1.11 -1.83 4.45
C 1.23 -1.98 2.59
C -1.05 -0.01 1.92
Si 0.19 1.31 1.96
C 0.77 1.77 3.72
C 1.78 0.98 1.00
C -0.42 2.96 1.25
Si -2.75 0.51 1.84
C -4.06 -0.87 1.76
C -3.35 1.53 3.34
C -3.22 1.61 0.33
C -4.19 2.61 0.44
C -4.55 3.38 -0.66
C -3.94 3.12 -1.87
C -2.99 2.11 -1.91
N -2.63 1.38 -0.86
H -0.97 -4.04 2.17
H -1.29 -3.11 0.71
H -2.50 -3.18 1.98
H -0.83 -2.82 4.84
H -2.19 -1.72 4.58
H -0.62 -1.07 5.06
H 1.41 -2.99 2.99
H 1.79 -1.28 3.20
H 1.63 -1.94 1.58
H 1.19 0.90 4.23
H -0.08 2.13 4.31
H 1.53 2.56 3.70
H 2.45 0.30 1.53
H 2.31 1.91 0.81
H 1.56 0.51 0.04
H -1.34 3.32 1.72
H -0.60 2.89 0.17
H 0.35 3.72 1.40
H -4.04 -1.48 2.67
H -3.91 -1.53 0.90
H -5.05 -0.42 1.68
H -3.12 0.95 4.24
H -4.43 1.73 3.35
H -2.83 2.48 3.42
H -4.66 2.80 1.40
H -5.30 4.16 -0.57
H -4.18 3.68 -2.76
H -2.50 1.87 -2.85
S -1.67 -1.41 -5.43
C -2.67 -1.89 -4.11
C -3.98 -2.40 -4.33
C -4.78 -2.74 -3.26
C -4.30 -2.58 -1.96
C -3.02 -2.08 -1.82
N -2.22 -1.77 -2.84
H -4.32 -2.51 -5.35
H -5.78 -3.13 -3.44
H -4.90 -2.81 -1.09
H -2.60 -1.91 -0.83

These are the Löwdin partial charges, in e, on atoms 1 to 5: atom 1 (Cs): 0.915, atom 2 (Br): 0.618, atom 3 (C): -0.719, atom 4 (C): -0.160, atom 5 (C): -0.025

---

2.
This record from the Open Molecules 2025 dataset describes C35H42GeN2O5PW as an isolated structure in a non-equilibrium geometry. The level of theory is ωB97M-V/def2-TZVPD.

Properties
E   -117811.5548 eV
Net charge   +2
Lowest unoccupied orbital energy (spin up / spin down)   -0.28030 / -0.27381 Ha
Gap between HOMO and LUMO (spin up / spin down)   4.93 / 5.10 eV
ΔE to the lowest compared entry with this formula, charge and spin   128.9 kJ/mol
2S+1   2

Element x y z (Å)
W 1.11 0.25 -1.09
C 5.07 1.79 -0.94
C 3.62 1.92 -1.20
O 2.84 0.86 -0.89
C 3.04 3.00 -1.74
C 1.66 3.09 -2.13
C 1.17 4.35 -2.76
N 0.82 2.09 -1.99
N -0.48 2.32 -2.46
C -1.19 1.27 -2.40
O -0.59 0.12 -1.93
C -2.61 1.24 -2.72
C -3.28 2.41 -3.06
C -4.63 2.36 -3.34
C -5.31 1.14 -3.28
C -4.64 -0.02 -2.95
C -3.29 0.02 -2.66
H 5.31 0.80 -0.54
H 5.40 2.54 -0.22
H 5.63 1.95 -1.86
H 3.68 3.84 -1.96
H 1.99 5.04 -2.92
H 0.43 4.82 -2.10
H 0.66 4.13 -3.69
H -2.75 3.35 -3.10
H -5.16 3.26 -3.62
H -6.37 1.11 -3.50
H -5.17 -0.97 -2.91
H -2.75 -0.88 -2.39
C 0.18 3.25 1.00
Ge 0.11 1.30 0.94
C -1.76 0.75 0.88
C -2.77 1.68 0.69
C -4.10 1.28 0.59
C -4.42 -0.07 0.66
C -3.41 -1.02 0.85
C -2.09 -0.61 0.95
C 0.98 0.55 2.51
C 2.15 -0.16 2.36
C 2.84 -0.72 3.46
C 2.36 -0.52 4.72
C 1.18 0.24 4.94
C 0.72 0.50 6.25
C -0.41 1.23 6.46
C -1.16 1.71 5.36
C -0.73 1.48 4.09
C 0.46 0.76 3.83
H -0.44 3.58 1.83
H -0.20 3.70 0.07
H 1.20 3.58 1.17
H -2.53 2.74 0.63
H -4.88 2.01 0.45
H -5.45 -0.39 0.59
H -3.67 -2.07 0.93
H -1.31 -1.35 1.13
H 2.58 -0.30 1.38
H 3.75 -1.28 3.31
H 2.87 -0.95 5.57
H 1.29 0.12 7.09
H -0.73 1.45 7.47
H -2.08 2.25 5.54
H -1.33 1.85 3.26
C -1.57 -4.14 -0.72
C -0.77 -3.93 -1.99
O 0.59 -3.42 -1.69
P 0.91 -2.19 -0.79
O 1.38 -2.66 0.60
C 1.93 -3.97 1.01
C 1.24 -4.38 2.28
O 2.36 -1.71 -1.50
C 2.40 -1.48 -2.97
C 3.12 -2.63 -3.65
H -2.55 -4.54 -0.98
H -1.71 -3.20 -0.18
H -1.07 -4.86 -0.06
H -1.25 -3.22 -2.66
H -0.59 -4.85 -2.52
H 2.99 -3.80 1.16
H 1.79 -4.68 0.21
H 1.48 -3.70 3.10
H 1.57 -5.38 2.56
H 0.16 -4.40 2.15
H 2.94 -0.55 -3.12
H 1.38 -1.39 -3.35
H 4.17 -2.65 -3.34
H 3.07 -2.49 -4.73
H 2.65 -3.58 -3.39

These are the Löwdin partial charges, in e, on atoms 1 to 5: atom 1 (W): 1.519, atom 2 (C): 0.025, atom 3 (C): -0.328, atom 4 (O): -0.248, atom 5 (C): 0.033

---

3.
This record from the Open Molecules 2025 dataset describes C35H42I2N6O9P2S2 as an isolated structure. The level of theory is ωB97M-V/def2-TZVPD.

Properties
E   -120787.9877 eV
Net charge   0
Lowest unoccupied orbital energy   -0.02910 Ha
Gap between HOMO and LUMO   7.60 eV
ΔE to the lowest compared entry with this formula, charge and spin   0.0 kJ/mol

Element x y z (Å)
C 2.78 -7.21 -5.81
C 2.78 -5.83 -5.19
N 1.97 -5.81 -3.96
C 1.38 -4.55 -3.66
C 2.11 -3.59 -2.85
C 3.46 -4.06 -2.37
I 5.04 -2.75 -3.01
C 3.46 -4.53 -0.88
C 2.26 -4.09 -0.04
I 5.19 -3.81 0.18
C 1.56 -2.38 -2.54
C 2.28 -1.34 -1.73
C 1.47 -0.62 -0.64
P 1.50 1.18 -0.82
O 2.29 1.64 -1.98
O -0.03 1.58 -0.85
C -0.42 2.92 -0.45
C -0.04 3.98 -1.48
O 2.02 1.77 0.57
C 3.44 2.00 0.70
C 4.22 0.73 0.99
C 0.26 -2.11 -3.03
N -0.43 -0.98 -2.85
S -1.82 -1.14 -3.59
N -1.67 -2.62 -4.20
C -0.47 -3.05 -3.82
C 0.14 -4.29 -4.14
P -0.72 -5.49 -5.15
S -1.31 -7.11 -4.22
H 2.96 -7.14 -6.89
H 1.83 -7.72 -5.67
H 3.58 -7.82 -5.41
H 2.40 -5.09 -5.89
H 3.80 -5.52 -4.95
H 1.25 -6.52 -3.99
H 3.69 -4.95 -2.93
H 3.54 -5.61 -0.84
H 2.22 -4.74 0.84
H 2.35 -3.08 0.35
H 1.31 -4.23 -0.55
H 2.68 -0.62 -2.45
H 3.15 -1.78 -1.25
H 0.45 -0.97 -0.57
H 1.93 -0.84 0.32
H -1.50 2.89 -0.35
H -0.02 3.17 0.53
H -0.84 4.71 -1.58
H 0.88 4.47 -1.18
H 0.15 3.53 -2.45
H 3.54 2.69 1.54
H 3.82 2.52 -0.18
H 5.15 0.98 1.49
H 3.62 0.10 1.64
H 4.42 0.18 0.07
H 0.17 -5.77 -6.19
H -1.75 -4.77 -5.75
C -2.92 5.48 5.21
C -2.78 4.41 4.34
C -2.45 4.62 3.01
C -2.27 5.93 2.58
C -2.41 7.01 3.42
C -2.74 6.78 4.75
N -1.91 6.16 1.17
O -1.82 5.19 0.45
O -1.72 7.31 0.82
H -3.16 5.30 6.25
H -2.92 3.39 4.70
H -2.34 3.80 2.32
H -2.27 8.02 3.07
H -2.85 7.61 5.43
C -5.73 12.67 6.45
C -6.69 11.93 5.78
C -6.32 11.01 4.81
C -4.98 10.85 4.53
C -4.00 11.58 5.17
C -4.38 12.50 6.14
N -4.58 9.87 3.51
O -5.45 9.25 2.94
O -3.39 9.72 3.30
H -6.02 13.38 7.20
H -7.74 12.06 6.02
H -7.06 10.43 4.28
H -2.96 11.44 4.93
H -3.63 13.08 6.66
C 1.26 -10.79 -0.64
C 1.03 -9.76 -1.54
C 0.63 -8.51 -1.09
C 0.47 -8.33 0.28
C 0.68 -9.34 1.19
C 1.08 -10.58 0.72
N 0.06 -7.00 0.76
O -0.12 -6.15 -0.08
O -0.06 -6.84 1.96
H 1.57 -11.76 -1.00
H 1.16 -9.92 -2.60
H 0.44 -7.70 -1.78
H 0.54 -9.17 2.25
H 1.26 -11.39 1.42

These are the Löwdin partial charges, in e, on atoms 1 to 5: atom 1 (C): -0.079, atom 2 (C): -0.256, atom 3 (N): -0.027, atom 4 (C): -0.221, atom 5 (C): -0.181

---

4.
This record from the Open Molecules 2025 dataset describes a 2-piece molecular cluster, C35H42N3O2 overall in a non-equilibrium geometry. The level of theory is ωB97M-V/def2-TZVPD.

Properties
E   -45535.4804 eV
Net charge   +1
Lowest unoccupied orbital energy   -0.16873 Ha
Gap between HOMO and LUMO   4.87 eV
ΔE to the lowest compared entry with this formula, charge and spin   0.0 kJ/mol

Element x y z (Å)
C -4.75 -0.36 2.46
C -4.29 0.92 2.83
C -2.93 1.15 2.99
C -1.98 0.12 2.78
C -0.56 0.41 2.88
C 0.43 -0.54 2.92
N 1.77 -0.30 2.83
C 2.65 -1.48 2.88
C 4.08 -1.05 3.16
O 4.49 -0.07 2.21
C 3.70 1.12 2.31
C 2.23 0.83 2.02
C -2.46 -1.17 2.43
C -3.82 -1.40 2.27
H -5.81 -0.53 2.30
H -5.00 1.73 2.98
H -2.56 2.13 3.28
H -0.28 1.47 2.93
H 0.19 -1.59 3.12
H 2.29 -2.14 3.68
H 2.63 -2.02 1.92
H 4.14 -0.67 4.20
H 4.76 -1.90 3.00
H 3.79 1.58 3.31
H 4.12 1.78 1.53
H 2.15 0.60 0.94
H 1.63 1.71 2.26
H -1.74 -1.97 2.26
H -4.18 -2.39 1.97
C -3.85 -5.23 6.46
N -4.15 -3.81 6.43
C -5.27 -3.35 5.80
O -6.10 -4.05 5.22
C -5.30 -1.84 5.95
C -6.48 -1.39 6.81
C -7.83 -1.77 6.22
C -8.68 -2.63 6.92
C -9.91 -2.99 6.38
C -10.30 -2.48 5.13
C -9.44 -1.62 4.43
C -8.20 -1.27 4.98
N -4.00 -1.56 6.56
C -3.57 -0.30 6.76
C -2.35 0.04 7.34
C -1.90 1.34 7.58
C -0.65 1.66 8.21
C -0.29 3.01 8.48
C 0.92 3.32 9.08
C 1.82 2.31 9.44
C 3.13 2.65 10.08
C 1.48 0.97 9.19
C 0.27 0.65 8.59
C -3.23 -2.77 6.88
C -3.01 -2.92 8.39
C -1.92 -2.86 6.09
H -4.73 -5.77 6.10
H -3.00 -5.48 5.82
H -3.63 -5.54 7.49
H -5.36 -1.38 4.94
H -6.36 -1.86 7.80
H -6.41 -0.30 6.94
H -8.34 -3.03 7.88
H -10.57 -3.67 6.94
H -11.26 -2.76 4.71
H -9.73 -1.22 3.46
H -7.52 -0.60 4.44
H -4.26 0.48 6.43
H -1.71 -0.78 7.66
H -2.56 2.17 7.31
H -0.98 3.81 8.21
H 1.20 4.36 9.28
H 3.70 1.75 10.30
H 3.74 3.29 9.42
H 2.99 3.21 11.01
H 2.18 0.18 9.48
H 0.04 -0.40 8.41
H -3.99 -2.94 8.90
H -2.48 -3.86 8.60
H -2.43 -2.10 8.80
H -2.15 -2.83 5.01
H -1.26 -2.02 6.31
H -1.40 -3.79 6.34

These are the Löwdin partial charges, in e, on atoms 1 to 5: atom 1 (C): -0.117, atom 2 (C): -0.099, atom 3 (C): -0.059, atom 4 (C): -0.243, atom 5 (C): -0.059